1.
{"formula": "C29H32Br2F16N3O3PS", "method": "ωB97M-V/def2-TZVPD", "lumo_energy_ev": 0.22, "smiles": "CCCCNN1c2ccccc2Sc2ccc(P(N)O)c([C@@H](Br)[C@@H](C)Br)c21.FC(F)C(F)(F)COC(F)(F)C(F)F.FC(F)C(F)(F)COC(F)(F)C(F)F", "spin_multiplicity": 1, "species": ["Br", "Br", "S", "P", "F", "F", "F", "F", "F", "F", "F", "F", "F", "F", "F", "F", "F", "F", "F", "F", "O", "O", "O", "N", "N", "N", "C", "C", "C", "C", "C", "C", "C", "C", "C", "C", "C", "C", "C", "C", "C", "C", "C", "C", "C", "C", "C", "C", "C", "C", "C", "C", "C", "C", "C", "H", "H", "H", "H", "H", "H", "H", "H", "H", "H", "H", "H", "H", "H", "H", "H", "H", "H", "H", "H", "H", "H", "H", "H", "H", "H", "H", "H", "H", "H", "H", "H"], "positions_angstrom": [[-0.7508, 3.6490, 3.0129], [-1.9088, 0.1621, 2.3989], [2.9647, -0.9512, -1.5665], [1.0889, -0.9127, 4.5241], [3.6030, 1.6891, -6.3603], [3.9334, -0.8214, -5.5311], [-5.5236, -0.5645, 5.8610], [3.7399, -0.8473, -10.1673], [-5.1999, -1.0948, 9.3038], [1.6418, -2.4531, -10.7577], [3.8797, -1.5853, -7.5762], [-4.4484, -3.7137, 9.0512], [-2.4537, -1.7267, 9.2732], [-2.6134, -4.2894, 10.0875], [-5.4149, -2.5053, 6.8241], [1.4373, -1.7085, -8.7097], [2.3674, 0.0341, -11.5977], [-7.0140, -0.7530, 8.1289], [1.9499, 0.3631, -6.9002], [-1.0928, -3.0966, 8.2483], [-0.4340, -1.5306, 4.6704], [-3.6809, -1.0655, 6.9346], [2.3446, 0.8138, -9.5499], [0.7250, 0.7889, -0.5305], [2.0674, -2.2279, 5.0395], [1.4343, 2.0418, -0.6119], [4.1473, -0.4965, -6.8285], [1.6858, 2.2893, 3.3119], [-0.1623, 1.0001, 2.1197], [-0.7020, 0.3888, -2.4827], [-0.9203, -0.1573, -3.7424], [1.3188, -0.0657, 0.4424], [2.3454, -0.9509, 0.0950], [-2.8000, -2.1751, 6.9759], [-1.7076, 3.8611, -1.8828], [-3.1302, 3.2741, -1.8595], [1.4491, -0.6410, -2.4212], [-5.6765, -0.5533, 8.1668], [0.0482, -0.9504, -4.3576], [-5.0417, -1.2171, 6.9421], [2.9153, -1.8130, 1.0101], [2.5097, -0.3206, -10.3026], [0.2011, 1.9546, 3.2693], [3.3219, 1.2373, -8.6179], [0.4976, 0.1724, -1.8034], [-2.4009, -2.7168, 8.3576], [1.2337, -1.2035, -3.6739], [-3.1335, -3.9525, 8.8826], [-0.7807, 3.2664, -0.7996], [1.4162, -1.3512, -10.0093], [0.6500, 3.0915, -1.2938], [1.4616, -0.9012, 2.7244], [3.2317, 0.6737, -7.1910], [0.8880, -0.0275, 1.7795], [2.4686, -1.7822, 2.3177], [3.7041, -2.4785, 0.6990], [-1.8419, 0.0309, -4.2693], [-1.8771, -1.7872, 6.5497], [2.0930, 2.4279, 2.3135], [-5.4675, 0.5181, 8.1634], [-0.0911, 1.5469, 4.2293], [1.8502, 3.2003, 3.8755], [-0.7578, -1.9623, 3.8691], [0.4353, -0.9383, -10.2526], [1.1774, 4.0195, -1.0909], [-1.2809, 3.7296, -2.8742], [-1.4820, 1.0008, -2.0637], [4.3310, 1.1512, -9.0215], [1.5940, -3.1060, 4.8245], [2.0069, -1.8158, -4.1104], [3.1287, 2.3028, -8.5061], [2.2370, 1.8664, -1.2144], [2.9231, -2.4339, 3.0446], [5.1990, -0.2240, -6.9528], [-0.7702, 3.9637, 0.0296], [-1.7841, 4.9300, -1.7037], [-3.0036, -4.7969, 8.1996], [-3.8732, 3.9858, -1.5183], [2.0859, -2.1798, 6.0518], [-3.1235, -2.9720, 6.3055], [-0.3280, 1.6213, 1.2593], [-3.1838, 2.3759, -1.2513], [0.6532, 2.9423, -2.3766], [-1.2265, 2.3407, -0.4568], [-3.4365, 2.9751, -2.8599], [2.2373, 1.5054, 3.8178], [-0.1049, -1.3681, -5.3377]], "atomic_forces_ev_per_a": [[-0.294, -0.169, 0.176], [-0.141, 0.070, -0.133], [0.027, -0.061, 0.024], [0.321, 0.514, 0.738], [0.150, 0.053, 0.019], [0.026, 0.019, -0.018], [-0.097, 0.025, -0.079], [-0.055, -0.052, 0.037], [0.001, -0.059, -0.024], [0.007, 0.014, -0.007], [-0.039, 0.068, -0.015], [0.012, 0.071, -0.037], [-0.035, -0.074, 0.004], [-0.009, 0.034, -0.064], [-0.011, 0.015, 0.095], [0.032, 0.001, -0.025], [0.009, -0.024, -0.109], [0.009, 0.003, -0.018], [0.090, -0.037, 0.008], [0.045, -0.153, -0.084], [-0.040, -0.138, -0.397], [-0.183, -0.116, 0.587], [-0.131, -0.452, 0.335], [-0.043, -0.023, -0.238], [-0.689, -0.016, 0.076], [-0.177, -0.017, -0.087], [0.161, -0.112, 0.166], [0.066, 0.106, -0.096], [0.278, 0.316, 0.353], [0.044, -0.134, -0.279], [0.397, -0.230, -0.222], [0.209, -0.333, 0.632], [-0.147, 0.247, -0.628], [0.265, 0.044, -0.550], [-0.220, -0.046, 0.390], [0.133, -0.058, -0.431], [0.072, 0.112, 0.262], [-0.108, 0.131, 0.142], [0.240, 0.274, 0.753], [0.335, -0.084, -0.336], [-0.181, 0.269, 0.145], [0.196, 0.384, -0.024], [0.452, -0.151, -0.078], [0.216, 0.502, -0.258], [-0.432, -0.234, -0.522], [-0.170, 0.488, 0.060], [-0.201, 0.183, -0.099], [0.075, -0.243, 0.115], [-0.171, 0.459, -0.411], [-0.177, -0.144, 0.002], [-0.074, -0.165, 0.160], [0.047, -0.662, -0.165], [-0.452, -0.055, -0.183], [-0.154, -0.053, -0.007], [-0.048, 0.167, -0.205], [0.079, -0.148, -0.012], [-0.188, 0.104, 0.055], [0.037, 0.036, 0.030], [0.003, 0.033, -0.154], [0.010, -0.010, -0.043], [-0.324, 0.166, 0.131], [-0.051, 0.137, 0.086], [-0.100, 0.039, -0.009], [0.026, 0.027, -0.020], [0.264, 0.102, -0.145], [0.138, -0.050, -0.082], [-0.003, 0.063, 0.287], [0.019, -0.219, 0.082], [0.298, -0.074, -0.122], [0.042, -0.121, -0.063], [-0.049, -0.003, 0.054], [0.267, 0.107, 0.227], [0.066, -0.031, 0.015], [-0.028, 0.029, -0.014], [-0.043, -0.151, 0.391], [0.098, 0.205, -0.223], [-0.012, 0.031, -0.017], [-0.084, 0.045, 0.251], [0.243, 0.034, 0.068], [-0.149, -0.114, 0.189], [0.022, -0.033, -0.350], [-0.090, -0.041, 0.239], [-0.068, -0.116, -0.106], [0.198, -0.240, 0.128], [-0.064, 0.006, -0.141], [0.084, -0.223, -0.028], [-0.077, -0.064, -0.159]]}



2.
{"formula": "C29H32BrN4O10P", "method": "ωB97M-V/def2-TZVPD", "lumo_energy_ev": -1.11, "smiles": "O=[N+]([O-])c1ccccc1.O=[N+]([O-])c1ccccc1.O=[N+]([O-])c1ccccc1.O=[N+]([O-])c1ccccc1.O=COCCCC[PH3]Br", "spin_multiplicity": 1, "species": ["Br", "P", "O", "O", "O", "O", "O", "O", "O", "O", "O", "O", "N", "N", "N", "N", "C", "C", "C", "C", "C", "C", "C", "C", "C", "C", "C", "C", "C", "C", "C", "C", "C", "C", "C", "C", "C", "C", "C", "C", "C", "C", "C", "C", "C", "H", "H", "H", "H", "H", "H", "H", "H", "H", "H", "H", "H", "H", "H", "H", "H", "H", "H", "H", "H", "H", "H", "H", "H", "H", "H", "H", "H", "H", "H", "H", "H"], "positions_angstrom": [[1.4538, -7.2534, -0.4390], [2.1668, -5.3032, 0.5580], [-3.1184, 6.9141, 3.4912], [0.2329, -0.7917, -1.0671], [-0.6740, 3.2131, -3.6340], [5.7695, -4.5677, 0.5531], [0.4725, 4.1289, -5.2651], [-2.1980, 5.1848, 2.5033], [-0.3227, -0.8481, 1.0546], [5.8663, -4.6291, 3.0009], [-0.5938, -5.8560, 2.2374], [-1.2637, -7.6560, 3.2979], [-1.1173, -6.4288, 3.2046], [-2.7743, 6.2818, 2.4815], [0.0206, -0.2471, 0.0265], [-0.2753, 3.2528, -4.8076], [-3.6820, 8.1322, 1.0998], [-1.6096, 0.2063, -7.4570], [-2.9729, 6.7658, -1.2406], [-2.5581, -4.0141, 6.3942], [-3.9342, 8.7027, -0.1493], [-2.0427, 0.2107, -6.1301], [-1.6010, -5.5962, 4.3124], [-1.4897, -4.2012, 4.2321], [-2.6581, -5.4041, 6.4762], [5.6660, -3.5496, -0.5030], [-0.2814, 2.1862, -7.0478], [-3.0652, 6.8755, 1.1710], [0.5326, 1.9341, -1.0400], [4.1355, -3.0313, -0.8161], [-1.9736, -3.4132, 5.2782], [0.1820, 1.2096, 0.1076], [6.1709, -3.9867, 1.8449], [-1.6003, 1.2027, -5.2528], [-3.5775, 8.0218, -1.3143], [0.6609, 3.3222, -0.9623], [-0.7285, 1.1874, -7.9150], [2.7041, -3.7093, 1.4565], [-0.7239, 2.1927, -5.7182], [0.4456, 3.9778, 0.2510], [3.3011, -2.5247, 0.4992], [-0.0273, 1.8644, 1.3286], [0.1068, 3.2527, 1.3947], [-2.7130, 6.1863, 0.0029], [-2.1804, -6.2024, 5.4350], [3.9655, -1.8281, 1.2047], [6.4324, -2.6626, -0.2826], [3.4076, -4.0000, 2.3713], [-3.9660, 8.6756, 1.9984], [1.7207, -3.2629, 1.9657], [1.5623, -4.5283, -0.4956], [-1.9617, -0.5659, -8.1388], [4.2598, -2.0717, -1.5158], [-4.4065, 9.6806, -0.2149], [6.7792, -2.9728, 1.8643], [3.4981, -5.8616, 0.5237], [-2.2686, -7.2840, 5.5125], [-0.0565, 3.7706, 2.3372], [-0.2950, 1.3140, 2.2281], [2.4164, -1.8153, 0.1304], [-3.1123, -5.8650, 7.3505], [-2.7282, -0.5581, -5.7802], [1.3608, -5.6656, 1.7325], [-1.8980, -2.3294, 5.2224], [0.7036, 1.4380, -1.9929], [0.5413, 5.0609, 0.3053], [-1.0370, -3.7176, 3.3693], [-1.9471, 1.1923, -4.2218], [-3.7710, 8.4732, -2.2859], [0.9261, 3.8941, -1.8489], [-2.2383, 5.2082, 0.0435], [0.4026, 2.9456, -7.4209], [-0.3932, 1.1755, -8.9498], [-2.9391, -3.3953, 7.2049], [6.0535, -4.0581, -1.5071], [3.5580, -3.8188, -1.4904], [-2.7005, 6.2401, -2.1531]], "atomic_forces_ev_per_a": [[-0.442, -1.063, -0.800], [0.355, 1.467, 2.230], [0.546, -1.006, -1.526], [-0.279, 0.662, 1.559], [0.525, 0.136, -1.663], [0.879, 3.011, 2.875], [-1.087, -1.256, 0.780], [-0.791, 1.518, -0.001], [0.535, 0.741, -1.479], [2.121, 4.279, -7.964], [-0.962, -0.786, 1.406], [0.263, 1.931, -0.165], [0.330, -1.022, -0.881], [0.166, -0.384, 1.305], [-0.183, -1.161, -0.048], [0.424, 0.916, 0.569], [0.041, -0.052, -0.018], [0.045, 0.101, 0.088], [-0.095, 0.200, 0.332], [0.049, -0.078, -0.104], [0.178, -0.369, 0.043], [0.246, 0.288, -0.115], [-0.344, 0.609, 0.750], [-0.015, -0.086, 0.018], [0.176, 0.173, -0.350], [0.413, 0.493, -1.938], [-0.025, -0.007, 0.020], [-0.190, 0.428, -0.908], [-0.017, -0.046, 0.097], [0.490, 0.965, -0.164], [-0.028, -0.406, 0.023], [0.098, 0.993, 0.001], [-2.148, -4.214, 4.621], [0.033, 0.046, -0.039], [0.029, -0.066, 0.122], [0.006, -0.128, 0.337], [-0.121, 0.028, 0.405], [-0.268, 1.449, 1.159], [-0.332, -0.725, -0.605], [0.001, -0.218, -0.019], [-0.066, 0.455, 0.520], [0.005, 0.027, -0.033], [0.067, -0.225, -0.241], [-0.012, 0.048, 0.046], [0.005, 0.042, -0.034], [-1.124, -1.391, -1.765], [-1.884, -1.719, -0.326], [-1.238, 0.669, -2.053], [0.162, -0.306, -0.109], [1.968, -0.920, -1.076], [0.287, -0.709, 0.403], [0.084, 0.159, 0.152], [-0.124, -2.102, 1.434], [0.099, -0.219, 0.074], [-1.320, -2.051, -0.453], [-0.849, 0.510, -0.200], [0.117, 0.267, -0.229], [-0.008, -0.175, -0.215], [0.067, -0.026, -0.353], [1.854, -1.751, 0.695], [0.113, 0.047, -0.214], [0.168, 0.195, -0.020], [0.880, 0.177, -1.333], [0.015, -0.248, -0.044], [-0.114, -0.037, 0.338], [-0.004, -0.210, 0.002], [-0.095, -0.303, 0.109], [0.200, 0.173, -0.221], [0.034, -0.101, 0.205], [-0.096, -0.216, 0.202], [-0.121, 0.235, 0.195], [-0.185, -0.105, 0.294], [-0.038, 0.050, 0.242], [0.088, -0.130, -0.166], [-0.741, 0.944, 2.284], [1.213, 1.529, 1.698], [-0.027, 0.053, 0.233]]}



3.
{"formula": "C29H32ClHfIN8O2", "method": "ωB97M-V/def2-TZVPD", "lumo_energy_ev": -11.43, "relative_energy_ev": 0.0000, "charge": 4, "spin_multiplicity": 1, "species": ["Hf", "I", "Cl", "O", "O", "N", "N", "N", "N", "N", "N", "N", "N", "C", "C", "C", "C", "C", "C", "C", "C", "C", "C", "C", "C", "C", "C", "C", "C", "C", "C", "C", "C", "C", "C", "C", "C", "C", "C", "C", "C", "C", "H", "H", "H", "H", "H", "H", "H", "H", "H", "H", "H", "H", "H", "H", "H", "H", "H", "H", "H", "H", "H", "H", "H", "H", "H", "H", "H", "H", "H", "H", "H", "H"], "positions_angstrom": [[-0.2167, -0.2156, -0.1429], [-1.4796, -4.0071, 4.6097], [4.3364, -1.4401, 1.5522], [1.1014, -1.0630, 1.3592], [1.8391, 0.4321, -0.0148], [2.3237, -5.2665, -0.6195], [-0.3676, 1.9409, -0.8085], [-1.7823, -1.3157, 1.2823], [-2.1283, -0.4704, -1.3894], [-0.5987, 1.2351, 1.6745], [0.6787, -2.8315, -0.8013], [0.4418, -0.0255, -2.4722], [-3.9390, -0.1609, -2.5700], [-3.5008, -2.1327, 3.3269], [-2.6684, -1.7067, -1.7252], [1.5566, -0.7761, -4.4631], [0.3521, -3.9557, 0.1096], [2.1492, -2.8260, -1.0092], [0.8326, -5.3061, -0.4022], [-1.0539, 1.6119, 3.9923], [-3.9090, -1.2024, 2.3802], [2.0328, -0.2387, 1.0500], [-0.6894, 4.5289, -1.7172], [0.8065, -0.9945, -3.3266], [-1.3879, -2.1892, 2.2282], [2.6993, -4.1381, -1.5462], [3.2590, -0.0648, 1.8846], [1.9844, 0.5137, -4.7355], [-2.9351, 0.4382, -1.9248], [-2.2102, -2.6366, 3.2468], [-0.5689, 0.8366, 2.9592], [-0.0457, 3.5873, -2.5034], [-1.6581, 3.2593, 2.3695], [-1.1037, 4.1800, -0.4406], [-3.0362, -0.8263, 1.3837], [0.7576, 1.2405, -2.8195], [-1.1087, 2.4529, 1.3937], [0.1142, 2.3028, -2.0157], [-1.6359, 2.8331, 3.6905], [-3.7896, -1.5222, -2.4625], [-0.9043, 2.8857, -0.0052], [1.5558, 1.5388, -3.9090], [-0.9808, 1.2569, 5.0112], [0.6114, -6.1048, 0.3036], [-2.0518, 3.4570, 4.4713], [-4.4826, -2.2193, -2.9026], [2.4353, -2.0310, -1.6957], [-2.0828, 4.2206, 2.1192], [0.8193, -3.7428, 1.0723], [1.8336, 2.5607, -4.1213], [2.9996, -0.0813, 2.9409], [0.4296, -1.9845, -3.1235], [1.7936, -1.5993, -5.1230], [-4.6837, 0.3129, -3.0660], [0.3908, -5.5620, -1.3657], [-2.2438, -2.6368, -1.3878], [-0.1422, -0.1366, 3.1539], [-4.9052, -0.7821, 2.4081], [0.3113, 3.8518, -3.4872], [2.6551, -6.1618, -0.9928], [-4.1735, -2.4493, 4.1144], [-2.8134, 1.5080, -1.8787], [3.7697, 0.8538, 1.6128], [3.7850, -4.1092, -1.6217], [-1.5436, 4.9231, 0.2082], [2.6077, 0.7238, -5.5953], [-0.3662, -2.5151, 2.1923], [2.2878, -4.3968, -2.5224], [0.2313, -3.0325, -1.6919], [-0.8403, 5.5364, -2.0840], [2.8026, -5.1470, 0.2792], [-3.3495, -0.1164, 0.6323], [-0.7234, -4.0156, 0.2698], [2.6134, -2.5994, -0.0475]], "atomic_forces_ev_per_a": [[-0.444, -0.187, -0.025], [0.049, -0.091, 0.088], [0.006, -0.024, 0.004], [0.345, 0.121, 0.230], [0.259, -0.136, 0.149], [-0.009, 0.083, 0.065], [0.086, 0.117, -0.152], [0.139, 0.077, 0.113], [-0.004, -0.089, 0.030], [-0.095, -0.267, -0.169], [-0.120, 0.179, -0.010], [0.255, 0.072, 0.170], [-0.021, -0.062, -0.041], [-0.135, 0.063, 0.005], [0.032, 0.050, 0.063], [-0.013, -0.022, -0.039], [0.028, 0.033, 0.030], [-0.005, 0.046, 0.063], [0.139, -0.035, -0.110], [-0.001, -0.014, 0.016], [-0.023, -0.064, 0.055], [-0.057, -0.018, -0.172], [-0.008, 0.061, -0.021], [-0.170, 0.084, -0.003], [-0.150, 0.069, -0.093], [-0.041, -0.148, 0.043], [0.014, 0.022, 0.043], [0.049, 0.017, -0.049], [0.043, -0.052, -0.178], [0.008, -0.009, -0.004], [-0.037, 0.033, -0.041], [0.009, 0.074, 0.036], [-0.040, 0.084, 0.062], [-0.013, 0.096, -0.012], [0.002, -0.085, -0.131], [-0.209, 0.021, 0.075], [0.062, -0.002, -0.087], [-0.034, -0.079, 0.004], [-0.026, 0.043, 0.021], [-0.068, 0.130, -0.041], [0.056, -0.160, 0.047], [-0.014, 0.004, -0.083], [-0.010, 0.005, -0.006], [-0.020, 0.017, 0.033], [0.006, -0.001, -0.001], [-0.003, 0.013, -0.003], [-0.001, -0.002, 0.004], [0.002, -0.006, 0.017], [-0.004, 0.003, 0.026], [0.021, -0.011, -0.014], [0.034, 0.015, 0.010], [0.042, -0.013, -0.033], [0.008, 0.006, 0.004], [0.001, -0.009, 0.011], [-0.030, -0.021, 0.007], [0.002, 0.012, 0.020], [0.027, 0.029, 0.005], [0.012, 0.008, 0.016], [-0.013, 0.024, 0.003], [-0.032, 0.011, -0.034], [0.000, -0.005, -0.012], [-0.013, -0.001, 0.023], [0.029, -0.002, 0.019], [0.010, 0.028, -0.008], [0.007, -0.002, -0.011], [-0.003, 0.000, 0.006], [0.122, -0.035, -0.004], [0.011, 0.016, -0.023], [-0.027, -0.082, 0.004], [0.003, -0.006, 0.004], [-0.004, -0.022, -0.014], [-0.001, 0.015, 0.038], [-0.011, 0.002, -0.014], [-0.008, -0.019, -0.027]]}



Calculated DFT total energy (hartree), listed in the same order as above: -8999.701719 -5010.516836 -2517.629831
Calculated HOMO energy (eV), listed in the same order as above: -8.3 -8.4 -18.4
Calculated maximum force (eV/A), listed in the same order as above: 0.96 9.29 0.48